(1)
18
Properties=species:S:1:pos:R:3:forces:R:3 method="wB97M-V/def2-TZVPD" total_energy_ha=-1532.64370 lumo_energy_ev=2.8049 e_homo_ev=-4.26 total_charge=-1
C -1.080 -1.625 0.459 0.56 -3.56 1.30
C 0.308 -1.312 0.531 0.44 1.36 -0.15
C -1.738 -0.537 0.100 -1.43 0.90 -0.01
C 0.426 0.006 0.132 0.52 -2.35 0.26
N -0.829 0.531 -0.085 -3.08 -0.29 -0.64
O 2.950 -1.262 -1.248 -0.32 -0.31 0.46
O -2.734 2.178 0.341 -0.73 0.97 0.81
O -0.556 2.861 -0.698 -0.77 -1.21 -0.66
O 3.973 0.720 -0.314 0.43 0.56 -0.01
O 3.285 -1.038 1.194 -0.91 0.17 -0.50
O -3.068 -0.335 -0.283 0.08 -0.65 -0.29
O 1.553 0.582 -0.165 1.44 1.22 0.21
S -1.876 1.827 -0.740 3.15 0.25 -0.04
S 3.131 -0.411 -0.102 0.25 0.79 -0.64
H -1.419 -2.671 0.697 -0.16 1.54 -0.41
H 1.249 -1.811 0.802 -1.21 -0.39 -0.08
H -3.678 0.129 0.321 1.09 -0.25 0.17
H 0.102 2.166 -0.941 0.63 1.24 0.21

***

(2)
26
Properties=species:S:1:pos:R:3:forces:R:3 method="wB97M-V/def2-TZVPD" total_energy_ha=-477.17469 lumo_energy_ev=-9.0581 e_homo_ev=-14.84 total_charge=+2
C -1.173 2.284 -0.112 -1.35 0.68 1.09
C 0.051 0.504 -1.048 2.95 -2.15 -1.78
C -1.901 0.088 0.275 -0.38 -1.76 0.15
C 2.271 0.000 0.176 -3.85 -0.05 -0.83
C -2.915 -0.877 0.868 4.40 -1.11 0.91
C 2.619 -1.396 0.318 4.80 4.01 2.73
C 3.007 1.157 0.291 -2.53 2.21 -1.84
C -0.800 -1.712 -0.992 -4.42 -0.82 -0.24
N -1.009 -0.317 -0.603 1.09 0.29 2.06
N -0.143 1.788 -0.781 -3.41 2.91 2.58
N -1.993 1.413 0.581 0.89 -1.18 -1.35
H -1.407 3.389 -0.122 0.29 -1.42 0.10
H -3.741 -0.792 0.297 -2.88 -0.37 -2.64
H -3.308 -0.493 1.793 0.46 -0.26 0.99
H -2.434 -1.963 0.856 -1.55 2.45 0.42
H 2.506 -1.856 -0.575 0.45 -1.69 -3.00
H 3.612 -1.404 0.944 -1.20 -0.86 -1.76
H 1.950 -1.828 0.921 -2.97 -1.67 2.48
H 2.428 2.195 0.206 1.55 -2.27 0.23
H 3.853 1.136 0.856 2.52 0.28 2.04
H 3.451 0.855 -0.711 -0.14 0.46 -0.39
H -0.807 -2.533 -0.279 -0.64 0.65 1.04
H -1.635 -1.899 -1.707 0.89 -0.35 0.23
H 0.099 -1.883 -1.405 3.04 0.47 -2.01
H 0.276 2.618 -1.131 2.04 -0.09 -1.43
H -2.857 1.528 1.085 -0.07 1.65 0.23

***

(3)
8
Properties=species:S:1:pos:R:3:forces:R:3 method="wB97M-V/def2-TZVPD" total_energy_ha=-1377.83074 lumo_energy_ev=0.1957 e_homo_ev=-9.70 total_charge=0
Si -0.827 -1.171 0.049 1.23 1.44 -0.17
Si 1.090 1.046 -0.032 -0.56 -0.82 2.13
S 1.328 -1.102 -0.128 0.16 -0.09 -0.04
S -1.066 0.977 0.084 -0.16 0.15 -0.03
H -1.408 -1.721 -1.157 -0.37 -0.41 -0.20
H -1.235 -1.761 1.305 -0.30 -0.39 0.27
H 1.644 1.567 1.366 -0.35 -0.29 -1.73
H 1.550 1.702 -1.234 0.34 0.41 -0.25

***

(4)
19
Properties=species:S:1:pos:R:3:forces:R:3 method="wB97M-V/def2-TZVPD" total_energy_ha=-1093.56925 lumo_energy_ev=0.8316 smiles="C/C=C(/C)[C@H](Cl)CS" e_homo_ev=-9.25 total_charge=0
C -0.349 -1.898 -1.531 0.43 0.82 -0.78
C 0.212 -1.479 -0.157 -0.42 0.35 -1.92
C 0.444 -0.238 0.256 1.13 0.20 -0.34
C 1.141 0.008 1.541 0.90 -0.88 0.88
C 0.203 1.024 -0.527 -1.06 -0.55 0.65
Cl 1.692 1.918 -0.789 0.88 0.64 0.00
C -0.845 1.928 0.146 0.38 -0.37 -0.33
S -2.369 0.982 0.521 0.38 0.31 -0.05
H -1.211 -2.577 -1.439 0.36 0.14 0.06
H -0.724 -0.997 -2.155 0.72 -1.51 1.08
H 0.464 -2.437 -2.139 -1.18 0.76 0.89
H 0.567 -2.257 0.485 -0.06 -0.59 0.31
H 2.114 0.515 1.445 -0.40 -0.05 -0.26
H 1.369 -0.953 2.042 -0.32 0.52 -0.07
H 0.534 0.623 2.182 -0.24 0.24 0.57
H -0.088 0.791 -1.512 -0.71 -0.31 -1.01
H -0.399 2.323 1.058 -0.22 0.22 0.00
H -1.063 2.740 -0.557 -0.22 -0.10 0.40
H -1.692 -0.016 1.129 -0.34 0.16 -0.08

***

(5)
23
Properties=species:S:1:pos:R:3:forces:R:3 method="wB97M-V/def2-TZVPD" total_energy_ha=-881.16818 lumo_energy_ev=-3.4871 e_homo_ev=-12.98 total_charge=+1
C -1.346 -0.766 -1.484 0.74 0.76 -0.89
C -2.041 0.393 0.321 0.94 -2.15 1.29
C -1.480 -0.734 0.924 -1.81 0.72 -0.62
C -2.754 1.484 0.978 0.82 -0.24 -1.18
C 2.792 0.393 -1.402 2.61 0.76 -2.72
C 2.137 -0.257 0.829 -1.59 -0.26 3.34
C 1.961 0.423 -0.426 -1.03 -0.60 0.81
N -1.836 0.365 -0.988 -0.57 -0.64 -0.04
N 1.552 -1.611 0.617 2.59 -1.94 0.20
F 0.661 0.741 -0.586 -0.14 1.03 -0.51
S -0.830 -1.791 -0.293 -1.30 0.27 0.35
H -1.086 -0.703 -2.537 0.08 -0.84 0.22
H -2.083 2.287 1.002 1.40 1.25 1.11
H -3.503 1.967 0.409 -1.53 -0.37 -0.59
H -3.031 1.074 1.891 -0.86 0.26 1.87
H -2.070 1.170 -1.491 -0.29 1.03 -1.48
H 3.862 0.027 -1.246 -1.74 0.67 -0.29
H 2.487 0.840 -2.376 0.53 -0.59 0.72
H 1.410 0.231 1.627 2.03 -0.62 -1.23
H 3.205 -0.293 1.098 -0.52 0.22 0.34
H 2.134 -1.931 -0.231 -1.27 -0.23 1.79
H -1.878 -1.010 1.911 1.07 -0.29 -0.41
H 1.736 -2.296 1.454 -0.15 1.80 -2.08

***

(6)
17
Properties=species:S:1:pos:R:3:forces:R:3 method="wB97M-V/def2-TZVPD" total_energy_ha=-288.97415 lumo_energy_ev=0.9489 smiles="C=C(N)CC.O" e_homo_ev=-8.27 total_charge=0
C -1.505 -0.221 0.328 -0.23 0.46 -0.71
C -0.326 -0.782 0.038 -0.69 -0.63 1.38
N 0.126 -1.843 0.835 0.14 0.24 0.13
C 0.688 -0.334 -0.938 0.20 0.59 -1.38
C 0.438 1.028 -1.606 -0.44 0.06 -0.34
H -1.906 0.623 -0.216 0.25 0.00 -0.07
H -2.166 -0.576 1.104 0.19 -0.30 0.12
H 0.814 -2.457 0.455 0.27 -0.19 -0.28
H -0.545 -2.320 1.410 -0.18 0.05 -0.04
H 0.731 -1.023 -1.791 0.05 -0.39 0.38
H 1.676 -0.385 -0.476 -0.02 0.12 0.13
H 0.023 0.896 -2.609 0.18 -0.11 -0.01
H -0.332 1.618 -1.115 0.23 0.13 0.41
H 1.338 1.627 -1.718 0.06 -0.02 0.14
O 0.269 1.415 2.490 1.04 -1.22 0.26
H -0.057 2.018 1.840 -0.38 0.52 -0.69
H 0.733 0.717 1.972 -0.66 0.69 0.57

***

Copy entry 1 word for word.
18
Properties=species:S:1:pos:R:3:forces:R:3 method="wB97M-V/def2-TZVPD" total_energy_ha=-1532.64370 lumo_energy_ev=2.8049 e_homo_ev=-4.26 total_charge=-1
C -1.080 -1.625 0.459 0.56 -3.56 1.30
C 0.308 -1.312 0.531 0.44 1.36 -0.15
C -1.738 -0.537 0.100 -1.43 0.90 -0.01
C 0.426 0.006 0.132 0.52 -2.35 0.26
N -0.829 0.531 -0.085 -3.08 -0.29 -0.64
O 2.950 -1.262 -1.248 -0.32 -0.31 0.46
O -2.734 2.178 0.341 -0.73 0.97 0.81
O -0.556 2.861 -0.698 -0.77 -1.21 -0.66
O 3.973 0.720 -0.314 0.43 0.56 -0.01
O 3.285 -1.038 1.194 -0.91 0.17 -0.50
O -3.068 -0.335 -0.283 0.08 -0.65 -0.29
O 1.553 0.582 -0.165 1.44 1.22 0.21
S -1.876 1.827 -0.740 3.15 0.25 -0.04
S 3.131 -0.411 -0.102 0.25 0.79 -0.64
H -1.419 -2.671 0.697 -0.16 1.54 -0.41
H 1.249 -1.811 0.802 -1.21 -0.39 -0.08
H -3.678 0.129 0.321 1.09 -0.25 0.17
H 0.102 2.166 -0.941 0.63 1.24 0.21

***

What did the fifth record say?
23
Properties=species:S:1:pos:R:3:forces:R:3 method="wB97M-V/def2-TZVPD" total_energy_ha=-881.16818 lumo_energy_ev=-3.4871 e_homo_ev=-12.98 total_charge=+1
C -1.346 -0.766 -1.484 0.74 0.76 -0.89
C -2.041 0.393 0.321 0.94 -2.15 1.29
C -1.480 -0.734 0.924 -1.81 0.72 -0.62
C -2.754 1.484 0.978 0.82 -0.24 -1.18
C 2.792 0.393 -1.402 2.61 0.76 -2.72
C 2.137 -0.257 0.829 -1.59 -0.26 3.34
C 1.961 0.423 -0.426 -1.03 -0.60 0.81
N -1.836 0.365 -0.988 -0.57 -0.64 -0.04
N 1.552 -1.611 0.617 2.59 -1.94 0.20
F 0.661 0.741 -0.586 -0.14 1.03 -0.51
S -0.830 -1.791 -0.293 -1.30 0.27 0.35
H -1.086 -0.703 -2.537 0.08 -0.84 0.22
H -2.083 2.287 1.002 1.40 1.25 1.11
H -3.503 1.967 0.409 -1.53 -0.37 -0.59
H -3.031 1.074 1.891 -0.86 0.26 1.87
H -2.070 1.170 -1.491 -0.29 1.03 -1.48
H 3.862 0.027 -1.246 -1.74 0.67 -0.29
H 2.487 0.840 -2.376 0.53 -0.59 0.72
H 1.410 0.231 1.627 2.03 -0.62 -1.23
H 3.205 -0.293 1.098 -0.52 0.22 0.34
H 2.134 -1.931 -0.231 -1.27 -0.23 1.79
H -1.878 -1.010 1.911 1.07 -0.29 -0.41
H 1.736 -2.296 1.454 -0.15 1.80 -2.08